# 1
Here is C4H7NO in the gas phase at a distorted geometry from OMol25. Energies are from ωB97M-V with the def2-TZVPD basis set.

Computed properties:
total energy = -286.35628 hartree
E_LUMO (spin up / spin down) = 0.0148 / -0.0010 hartree
relative energy (zero: lowest compared OMol25 entry of this formula, charge and spin) = 172.79 kcal/mol
gap between HOMO and LUMO (spin up / spin down) = 7.8 / 6.8 eV

Cartesian coordinates (Å):
C -0.9782 -0.0510 0.0044
C -1.0945 1.3220 -0.0754
C -2.2597 -0.6285 0.0571
C 0.5243 -0.4917 0.3003
N 2.8851 -0.2659 0.0686
O 1.5365 0.3249 0.0090
H -0.2790 1.9373 0.2285
H -1.9372 1.7681 -0.3711
H -3.1700 0.0320 0.1710
H -2.4327 -1.7611 0.0288
H 0.7020 -1.4962 0.4452
H 3.3840 0.4536 -0.4658
H 3.1193 -1.1436 -0.4005

Forces on atoms 1 to 2 (eV/Å):
C 1.2 1.5 0.8
C 3.4 -1.1 1.0


# 2
Here is C4H7NO in the gas phase at a distorted geometry from OMol25. Energies are from ωB97M-V with the def2-TZVPD basis set.

Computed properties:
total energy = -286.53905 hartree
E_LUMO = 0.0345 hartree
relative energy (zero: lowest compared OMol25 entry of this formula, charge and spin) = 58.10 kcal/mol
structure (SMILES) = CC(=O)[C@H]1CN1
gap between HOMO and LUMO = 10.6 eV

Cartesian coordinates (Å):
C -1.5510 1.4312 0.1743
C -0.7911 0.1131 -0.0974
O -1.4047 -0.8701 -0.4696
C 0.7197 0.0903 0.0110
C 1.6021 -1.2521 0.4130
N 1.3644 -1.0032 -0.9394
H -2.1379 1.7030 -0.7134
H -0.9506 2.3055 0.4580
H -2.2622 1.2421 0.9865
H 1.0843 1.1109 -0.2377
H 1.0820 -2.0901 0.9040
H 2.6484 -1.1747 0.7488
H 0.5966 -1.6059 -1.2382

Forces on atoms 1 to 2 (eV/Å):
C 0.2 -0.2 0.0
C 0.1 -0.5 0.1


# 3
Here is C4H7NO in the gas phase from OMol25. Energies are from ωB97M-V with the def2-TZVPD basis set.

Computed properties:
total energy = -286.57019 hartree
E_LUMO = 0.0374 hartree
relative energy (zero: lowest compared OMol25 entry of this formula, charge and spin) = 38.56 kcal/mol
structure (SMILES) = CC(=O)[C@H]1CN1
gap between HOMO and LUMO = 10.8 eV

Cartesian coordinates (Å):
C 1.9613 -0.0797 0.3348
C 0.5568 0.4583 0.2365
O 0.2856 1.6182 0.4816
C -0.4973 -0.4767 -0.2798
C -1.9068 -0.1648 0.0803
N -1.4305 0.0883 -1.2613
H 2.3617 -0.1566 -0.6842
H 1.9833 -1.0838 0.7693
H 2.5884 0.6027 0.9110
H -0.2019 -1.5070 -0.4664
H -2.0567 0.6845 0.7428
H -2.6183 -0.9809 0.1742
H -1.2157 1.0804 -1.3564

Forces on atoms 1 to 2 (eV/Å):
C 0.0 0.0 0.1
C -0.1 0.3 0.0


# 4
Here is C4H7NO in the gas phase at a distorted geometry from OMol25. Energies are from ωB97M-V with the def2-TZVPD basis set.

Computed properties:
total energy = -286.45386 hartree
E_LUMO = 0.0324 hartree
relative energy (zero: lowest compared OMol25 entry of this formula, charge and spin) = 111.56 kcal/mol
structure (SMILES) = O=CCN1CC1
gap between HOMO and LUMO = 10.0 eV

Cartesian coordinates (Å):
O 0.4611 -1.0668 2.7809
C -0.2396 -0.4518 1.8765
C -0.1887 -0.8104 0.4862
N -0.6525 0.2582 -0.3750
C 0.3510 1.2403 -0.7652
C -0.1499 0.2418 -1.7381
H -0.5694 0.0197 2.8874
H -0.8570 -1.6789 0.3695
H 0.8429 -1.1632 0.2814
H 1.3698 1.1048 -0.3994
H 0.0118 2.2727 -0.8056
H -0.8619 0.5308 -2.5071
H 0.5337 -0.5584 -2.0232

Forces on atoms 1 to 2 (eV/Å):
O 0.6 -0.9 -3.2
C 1.8 -0.9 8.1


# 5
Here is C4H7NO in the gas phase from OMol25. Energies are from ωB97M-V with the def2-TZVPD basis set.

Computed properties:
total energy = -286.54531 hartree
E_LUMO = 0.0338 hartree
relative energy (zero: lowest compared OMol25 entry of this formula, charge and spin) = 54.18 kcal/mol
structure (SMILES) = NC(O)=C1CC1
gap between HOMO and LUMO = 8.7 eV

Cartesian coordinates (Å):
N 2.0269 -0.3314 -0.4645
C 1.0058 0.0864 0.3577
O 1.4995 0.7822 1.4194
C -0.2970 -0.1116 0.1501
C -1.2581 -0.5098 -0.8811
C -1.5863 0.5952 0.1239
H 1.7450 -0.8750 -1.2638
H 2.8804 -0.6314 -0.0188
H 0.7728 0.8789 2.0492
H -1.0998 -0.2372 -1.9241
H -1.7934 -1.4513 -0.7504
H -2.3707 0.4049 0.8554
H -1.5836 1.6163 -0.2587

Forces on atoms 1 to 2 (eV/Å):
N 0.0 -0.1 0.0
C -0.3 -0.1 -0.2


# 6
Here is a molecular structure, C4H7NO at a distorted geometry from OMol25. Energies are from ωB97M-V with the def2-TZVPD basis set.

Computed properties:
total energy = -286.50588 hartree
E_LUMO = 0.0390 hartree
relative energy (zero: lowest compared OMol25 entry of this formula, charge and spin) = 78.92 kcal/mol
gap between HOMO and LUMO = 9.0 eV

Cartesian coordinates (Å):
C -1.4919 -0.1021 1.4044
C 0.3986 0.8228 -0.1917
C 1.5382 0.2708 -0.9885
N 0.6056 -0.8278 -1.4357
C -0.2780 -0.2990 -0.4834
O -1.3865 -0.7802 0.0815
H -1.4345 1.0038 1.4296
H -2.4742 -0.4108 1.7195
H -0.6923 -0.4561 2.0736
H 0.0203 1.8176 -0.0357
H 2.3404 -0.1409 -0.3588
H 1.9464 0.8999 -1.7757
H 0.9077 -1.7979 -1.4391

Forces on atoms 1 to 2 (eV/Å):
C -0.4 -0.5 -0.3
C 0.2 0.4 -0.3


# 7
Here is a molecular structure, C4H7NO from OMol25. Energies are from ωB97M-V with the def2-TZVPD basis set.

Computed properties:
total energy = -286.58413 hartree
E_LUMO = 0.0358 hartree
relative energy (zero: lowest compared OMol25 entry of this formula, charge and spin) = 29.82 kcal/mol
gap between HOMO and LUMO = 11.0 eV

Cartesian coordinates (Å):
C -0.6578 -0.0125 1.5981
C 0.4391 0.2830 0.6022
C 0.7050 -0.7865 -0.4703
C 0.0618 0.2202 -1.3914
N -0.3027 0.2199 -2.5917
O -0.0450 1.1977 -0.4318
H -0.9552 0.9023 2.1199
H -0.3225 -0.7469 2.3383
H -1.5358 -0.4123 1.0780
H 1.3318 0.7003 1.0789
H 1.7585 -0.9689 -0.6937
H 0.1742 -1.7350 -0.3623
H -0.7379 1.1124 -2.8287

Forces on atoms 1 to 2 (eV/Å):
C 0.0 0.0 0.0
C 0.1 -0.1 0.3


# 8
Here is C4H7NO in the gas phase at a distorted geometry from OMol25. Energies are from ωB97M-V with the def2-TZVPD basis set.

Computed properties:
total energy = -286.59561 hartree
E_LUMO = 0.0298 hartree
relative energy (zero: lowest compared OMol25 entry of this formula, charge and spin) = 22.61 kcal/mol
structure (SMILES) = C[C@H](O)CC#N
gap between HOMO and LUMO = 11.6 eV

Cartesian coordinates (Å):
C 1.4297 -0.4128 -0.2397
C 0.3329 0.2435 0.5902
C -0.7448 0.9231 -0.3043
C -1.6948 -0.1280 -0.6762
N -2.3250 -1.0830 -0.8502
O -0.2806 -0.6718 1.4673
H 2.0804 -0.9923 0.4208
H 2.0384 0.3339 -0.7612
H 1.0042 -1.0943 -0.9873
H 0.7701 1.0083 1.2407
H -1.2686 1.7114 0.2440
H -0.3171 1.3647 -1.2108
H -0.7712 -1.3129 0.9291

Forces on atoms 1 to 2 (eV/Å):
C 0.0 -0.1 0.0
C 0.2 0.2 -0.1


# 9
Here is C4H7NO in the gas phase at a distorted geometry from OMol25. Energies are from ωB97M-V with the def2-TZVPD basis set.

Computed properties:
total energy = -286.44142 hartree
E_LUMO = 0.0321 hartree
relative energy (zero: lowest compared OMol25 entry of this formula, charge and spin) = 119.37 kcal/mol
structure (SMILES) = O[C@H]1C[C@H]2N[C@@H]12
gap between HOMO and LUMO = 10.4 eV

Cartesian coordinates (Å):
O 2.1676 0.3932 0.0244
C 0.8360 0.3422 -0.4237
C 0.3347 -0.9588 0.0845
C -1.1627 -0.3939 -0.0795
N -1.2631 0.4781 1.1144
C -0.5703 0.9720 -0.0852
H 2.3188 -0.6315 -0.0031
H 0.7850 0.4316 -1.5268
H 0.4464 -0.9520 1.1708
H 1.2467 -1.7021 -0.2169
H -2.0388 -0.7727 -0.6079
H -2.1809 0.9395 1.1568
H -0.9194 1.8544 -0.6080

Forces on atoms 1 to 2 (eV/Å):
O 0.6 -1.0 0.0
C -0.7 -0.3 0.1


# 10
Here is a molecular structure, C4H7NO at a distorted geometry from OMol25. Energies are from ωB97M-V with the def2-TZVPD basis set.

Computed properties:
total energy = -286.48161 hartree
E_LUMO = 0.0298 hartree
relative energy (zero: lowest compared OMol25 entry of this formula, charge and spin) = 94.15 kcal/mol
gap between HOMO and LUMO = 9.4 eV

Cartesian coordinates (Å):
C -1.6895 -0.1593 -0.3302
N -0.2750 0.1032 -0.5392
C 0.4858 1.0643 0.2779
C 1.6732 0.0186 0.2841
O 2.8668 0.0373 0.5338
C 0.7109 -0.8628 -0.3950
H -2.0270 -0.9549 -1.0052
H -1.8942 -0.4662 0.7057
H -2.2879 0.7317 -0.5552
H 0.7650 1.9612 -0.2747
H -0.0271 1.3204 1.2128
H 1.0357 -0.9624 1.0276
H 0.7066 -1.7945 -0.9683

Forces on atoms 1 to 2 (eV/Å):
C 0.0 0.0 0.1
N 0.1 -0.1 0.0